A 6-piece molecular cluster, C28H70BrN6O8S overall. Source: the OMol25 dataset; level of theory: wB97M-V/def2-TZVPD.

Its LUMO energy is -4.81 eV. The calculation puts the total energy at -136354.043 eV. Its HOMO-LUMO gap is 5.06 eV. As for the charge: +1. The HOMO energy is -9.87 eV.

The geometry in XYZ format:
```
114
C28H70BrN6O8S, DFT wB97M-V/def2-TZVPD
O -6.239 -7.712 2.588
S -6.131 -6.756 1.340
O -7.375 -5.831 1.403
O -6.138 -7.654 -0.110
C -4.488 -5.864 1.451
C -3.897 -5.319 0.020
C -4.790 -4.115 -0.671
C -4.604 -2.672 0.083
C -5.799 -2.265 1.131
N -7.203 -2.794 0.935
C -7.918 -2.540 2.112
C -6.987 -1.677 3.199
C -5.559 -2.422 2.753
Br -3.848 -1.669 3.520
H -7.099 -7.750 -0.431
H -4.456 -4.972 2.210
H -3.697 -6.662 1.856
H -3.942 -6.238 -0.732
H -2.736 -5.053 0.101
H -5.924 -4.449 -0.808
H -4.373 -3.980 -1.782
H -4.581 -1.818 -0.748
H -3.532 -2.626 0.603
H -5.968 -1.097 1.033
H -7.644 -3.313 0.131
H -9.050 -2.874 2.284
H -7.090 -1.943 4.333
H -7.048 -0.520 2.900
H -5.729 -3.493 3.199
C -9.159 0.194 6.344
C -9.456 -1.225 5.862
C -10.859 -1.749 6.256
O -11.007 -2.095 7.636
C -11.134 -0.986 8.512
N -8.395 -2.120 6.345
H -8.882 0.240 7.398
H -8.312 0.613 5.788
H -10.018 0.852 6.183
H -9.415 -1.205 4.764
H -11.039 -2.680 5.701
H -11.650 -1.053 5.950
H -11.722 -0.176 8.070
H -10.145 -0.629 8.804
H -11.632 -1.320 9.426
H -8.530 -3.041 5.928
H -8.562 -2.279 7.343
C 1.111 -3.024 -3.609
C -0.027 -2.191 -3.020
C -0.376 -2.542 -1.552
O -1.076 -3.777 -1.379
C -0.266 -4.936 -1.502
N -1.202 -2.312 -3.893
H 0.796 -4.021 -3.920
H 1.511 -2.537 -4.506
H 1.933 -3.128 -2.895
H 0.304 -1.144 -3.032
H -1.055 -1.766 -1.173
H 0.511 -2.512 -0.908
H 0.731 -4.790 -1.075
H -0.198 -5.230 -2.550
H -0.755 -5.759 -0.974
H -1.921 -1.666 -3.564
H -1.612 -3.236 -3.727
C 2.383 4.224 -4.137
C 2.181 2.949 -4.955
C 1.168 1.953 -4.339
O 1.644 1.243 -3.192
C 1.676 2.008 -1.996
N 3.488 2.316 -5.175
H 3.041 4.083 -3.279
H 2.849 5.000 -4.755
H 1.427 4.617 -3.779
H 1.779 3.256 -5.931
H 0.954 1.182 -5.092
H 0.209 2.438 -4.117
H 0.825 2.692 -1.921
H 2.617 2.555 -1.932
H 1.649 1.323 -1.145
H 3.367 1.532 -5.817
H 3.762 1.869 -4.295
C 7.946 4.826 -4.001
C 6.822 3.802 -3.852
C 7.072 2.740 -2.753
O 8.047 1.748 -3.085
C 9.392 2.195 -3.011
N 6.578 3.174 -5.158
H 8.801 4.445 -4.561
H 7.588 5.704 -4.552
H 8.297 5.169 -3.023
H 5.918 4.358 -3.565
H 6.134 2.188 -2.599
H 7.313 3.206 -1.790
H 9.552 2.884 -2.176
H 9.680 2.660 -3.955
H 10.040 1.325 -2.876
H 5.753 2.578 -5.084
H 7.342 2.512 -5.325
C 9.548 6.275 2.362
C 10.491 6.157 1.165
C 9.907 5.360 -0.027
O 9.842 3.944 0.170
C 8.790 3.515 1.021
N 11.764 5.583 1.621
H 9.521 5.374 2.976
H 9.877 7.085 3.024
H 8.529 6.506 2.038
H 10.684 7.178 0.807
H 10.574 5.505 -0.888
H 8.927 5.748 -0.331
H 7.879 4.106 0.881
H 9.117 3.551 2.061
H 8.566 2.470 0.795
H 12.431 5.613 0.848
H 11.611 4.582 1.770
```



A 7-piece molecular cluster, C28H70O14 overall. Source: the OMol25 dataset; level of theory: wB97M-V/def2-TZVPD.

Its LUMO energy is 0.45 eV. The calculation puts the total energy at -58827.059 eV. Its HOMO-LUMO gap is 9.78 eV. As for the charge: 0. The energy above the lowest of the compared OMol25 structures with the same formula, charge and spin is 486.0 kJ/mol. The HOMO energy is -9.33 eV.

The geometry in XYZ format:
```
112
C28H70O14, DFT wB97M-V/def2-TZVPD
C 2.117 6.303 -1.845
O 2.451 5.097 -1.207
C 2.138 5.092 0.166
C 3.010 4.087 0.871
O 3.005 4.275 2.267
C 1.835 3.829 2.924
H 2.623 7.162 -1.380
H 1.040 6.516 -1.813
H 2.444 6.235 -2.879
H 1.071 4.859 0.296
H 2.314 6.076 0.622
H 4.042 4.187 0.529
H 2.728 3.057 0.606
H 1.945 2.775 3.211
H 0.885 3.882 2.383
H 1.761 4.444 3.820
C -3.899 -0.340 -0.431
O -2.564 -0.153 -0.021
C -2.076 1.129 -0.310
C -0.764 1.299 0.415
O 0.123 0.309 -0.046
C 1.376 0.345 0.612
H -4.180 -1.347 -0.127
H -4.077 -0.226 -1.505
H -4.537 0.377 0.104
H -2.795 1.898 0.021
H -1.966 1.272 -1.397
H -0.981 1.119 1.479
H -0.340 2.299 0.266
H 1.325 0.542 1.685
H 2.030 1.059 0.090
H 1.848 -0.623 0.441
C -0.514 -1.198 -2.966
O 0.613 -1.555 -3.742
C 1.623 -2.082 -2.928
C 2.711 -2.687 -3.801
O 3.696 -3.383 -3.057
C 3.209 -4.483 -2.332
H -1.149 -0.548 -3.569
H -0.218 -0.649 -2.069
H -1.084 -2.080 -2.649
H 1.191 -2.879 -2.301
H 2.052 -1.342 -2.239
H 3.241 -1.870 -4.301
H 2.302 -3.323 -4.594
H 4.059 -5.002 -1.889
H 2.695 -5.224 -2.962
H 2.537 -4.234 -1.506
C 3.908 -2.488 0.495
O 3.255 -3.558 1.155
C 3.337 -3.495 2.548
C 2.203 -2.676 3.142
O 0.987 -3.058 2.547
C -0.118 -2.380 3.098
H 4.994 -2.606 0.461
H 3.693 -1.548 1.025
H 3.438 -2.390 -0.481
H 4.297 -3.088 2.896
H 3.325 -4.533 2.896
H 2.385 -1.606 2.957
H 2.132 -2.865 4.222
H -0.036 -2.207 4.181
H -1.010 -2.978 2.931
H -0.209 -1.390 2.631
C -5.293 6.602 -0.678
O -5.961 5.460 -0.180
C -5.385 4.255 -0.609
C -5.737 3.884 -2.033
O -5.527 2.499 -2.167
C -6.088 1.966 -3.348
H -5.959 7.456 -0.568
H -5.100 6.528 -1.756
H -4.351 6.751 -0.145
H -5.795 3.464 0.024
H -4.295 4.231 -0.469
H -5.146 4.411 -2.801
H -6.780 4.150 -2.262
H -5.754 2.513 -4.235
H -7.186 2.016 -3.315
H -5.822 0.912 -3.362
C 4.817 0.175 -1.810
O 5.059 1.132 -2.808
C 5.228 2.463 -2.378
C 6.482 2.771 -1.604
O 6.457 2.174 -0.329
C 7.614 2.464 0.415
H 3.923 0.419 -1.210
H 5.628 0.102 -1.083
H 4.661 -0.786 -2.296
H 4.377 2.753 -1.740
H 5.256 3.071 -3.281
H 6.548 3.869 -1.504
H 7.386 2.455 -2.147
H 7.627 3.511 0.740
H 8.524 2.255 -0.162
H 7.615 1.808 1.284
C -5.330 -4.320 2.002
O -4.441 -4.407 3.097
C -3.861 -5.682 3.310
C -4.825 -6.736 3.776
O -5.631 -7.161 2.714
C -6.679 -7.994 3.137
H -5.036 -4.986 1.189
H -5.257 -3.286 1.661
H -6.354 -4.524 2.321
H -3.057 -5.515 4.026
H -3.375 -6.015 2.378
H -5.451 -6.277 4.563
H -4.295 -7.556 4.281
H -7.550 -7.429 3.493
H -6.363 -8.671 3.938
H -6.996 -8.601 2.288
```



C28H71BrGaINO6 as an isolated structure. Source: the OMol25 dataset; level of theory: wB97M-V/def2-TZVPD.

Its LUMO energy is 2.07 eV. The calculation puts the total energy at -174483.722 eV. Its HOMO-LUMO gap is 6.90 eV. As for the charge: -1. The HOMO energy is -4.83 eV.

The geometry in XYZ format:
```
109
C28H71BrGaINO6, DFT wB97M-V/def2-TZVPD
C -2.438 0.133 -0.602
C -2.033 -1.210 -1.204
C -2.647 -2.397 -0.484
Br -2.876 -3.837 -1.852
Ga -1.499 -3.084 1.129
N -0.951 -4.920 0.755
C 0.230 -2.024 1.337
C 0.533 -1.413 2.710
C -0.171 -0.063 2.907
C 2.055 -1.173 2.805
C -2.706 -3.251 2.777
I -3.573 -1.353 3.407
C -3.871 -4.169 2.384
C -4.828 -4.550 3.505
H -3.482 0.139 -0.308
H -2.290 0.878 -1.381
H -1.799 0.414 0.230
H -0.952 -1.302 -1.249
H -2.399 -1.212 -2.228
H -3.666 -2.171 -0.196
H -0.355 -4.897 -0.067
H -1.779 -5.441 0.483
H 1.042 -2.711 1.106
H 0.309 -1.210 0.612
H 0.295 -2.093 3.526
H -0.893 0.136 2.122
H -0.725 -0.041 3.842
H 0.551 0.743 2.966
H 2.333 -0.546 1.958
H 2.336 -0.628 3.706
H 2.600 -2.105 2.710
H -2.224 -3.708 3.633
H -4.424 -3.681 1.584
H -3.442 -5.079 1.966
H -5.517 -5.310 3.135
H -5.430 -3.718 3.846
H -4.270 -5.009 4.317
C -5.342 3.880 2.442
C -3.864 4.093 2.150
C -3.529 3.769 0.704
O -3.067 3.303 3.028
H -5.613 2.834 2.276
H -5.567 4.115 3.484
H -5.967 4.503 1.800
H -3.599 5.132 2.364
H -3.747 2.719 0.489
H -2.468 3.924 0.508
H -4.102 4.388 0.012
H -3.279 2.376 2.861
C 6.701 -4.726 3.143
C 5.672 -4.074 2.230
C 6.310 -3.545 0.954
O 4.991 -3.028 2.913
H 7.458 -3.997 3.446
H 6.223 -5.101 4.048
H 7.205 -5.557 2.645
H 4.902 -4.802 1.973
H 7.055 -2.778 1.190
H 5.556 -3.085 0.315
H 6.804 -4.342 0.395
H 5.638 -2.356 3.158
C -1.618 4.923 5.868
C -2.232 6.253 6.273
C -3.728 6.123 6.514
O -1.977 7.244 5.276
H -2.063 4.566 4.936
H -0.546 5.030 5.698
H -1.775 4.162 6.634
H -1.750 6.621 7.181
H -4.232 5.796 5.600
H -4.156 7.084 6.803
H -3.941 5.396 7.299
H -2.384 6.938 4.457
C 0.067 2.760 -2.254
C -0.968 3.399 -3.164
C -0.320 3.907 -4.440
O -1.659 4.455 -2.491
H 0.820 3.496 -1.955
H -0.389 2.371 -1.343
H 0.570 1.938 -2.766
H -1.732 2.663 -3.416
H 0.424 4.679 -4.219
H -1.063 4.353 -5.105
H 0.175 3.087 -4.962
H -1.007 5.123 -2.249
C 0.405 -1.326 -6.255
C 0.290 0.180 -6.414
C 0.906 0.656 -7.722
O 0.913 0.834 -5.310
H 1.458 -1.624 -6.235
H -0.041 -1.648 -5.314
H -0.088 -1.854 -7.073
H -0.760 0.472 -6.379
H 1.971 0.408 -7.751
H 0.818 1.739 -7.816
H 0.421 0.190 -8.581
H 1.846 0.583 -5.310
C 5.625 -2.957 -3.878
C 4.619 -2.335 -4.834
C 5.273 -1.914 -6.141
O 3.975 -1.222 -4.218
H 6.406 -2.234 -3.624
H 5.137 -3.253 -2.950
H 6.100 -3.835 -4.318
H 3.824 -3.053 -5.040
H 6.044 -1.160 -5.956
H 4.537 -1.472 -6.814
H 5.739 -2.763 -6.644
H 4.650 -0.564 -4.013
```



A 5-piece molecular cluster, C28H71N5O9 overall. Source: the OMol25 dataset; level of theory: wB97M-V/def2-TZVPD.

Its LUMO energy is 0.70 eV. The calculation puts the total energy at -56055.290 eV. Its HOMO-LUMO gap is 9.07 eV. As for the charge: 0. The energy above the lowest of the compared OMol25 structures with the same formula, charge and spin is 367.8 kJ/mol. The HOMO energy is -8.37 eV.

The geometry in XYZ format:
```
113
C28H71N5O9, DFT wB97M-V/def2-TZVPD
C -5.202 -5.841 3.195
O -4.887 -5.015 4.324
C -4.428 -5.764 5.450
C -2.939 -6.280 5.495
N -1.954 -5.194 5.666
C -0.543 -5.541 5.690
C -0.170 -6.186 4.294
O -0.164 -7.604 4.145
C 0.943 -8.135 4.816
H -4.514 -6.616 2.849
H -5.463 -5.349 2.257
H -6.131 -6.346 3.472
H -4.940 -6.728 5.554
H -4.831 -5.250 6.322
H -2.777 -7.083 4.772
H -2.999 -6.848 6.428
H -2.081 -4.455 4.987
H -0.497 -6.182 6.571
H 0.085 -4.659 5.810
H 0.743 -5.752 3.874
H -0.834 -5.806 3.515
H 0.954 -9.224 4.872
H 0.915 -7.807 5.858
H 1.876 -7.838 4.330
C -1.475 0.355 3.931
O -2.845 0.720 4.263
C -3.140 0.556 5.689
C -3.983 1.768 6.064
N -4.370 1.732 7.489
C -5.270 0.644 7.892
C -6.703 0.718 7.230
O -7.730 -0.130 7.728
C -7.441 -1.496 7.647
H -1.332 0.263 2.854
H -1.392 -0.686 4.253
H -0.761 1.059 4.356
H -2.213 0.681 6.254
H -3.559 -0.448 5.732
H -4.853 1.767 5.407
H -3.442 2.706 5.947
H -3.717 2.038 8.189
H -5.137 0.717 8.973
H -4.870 -0.353 7.684
H -6.588 0.504 6.164
H -6.950 1.775 7.331
H -8.223 -2.049 8.166
H -6.489 -1.726 8.129
H -7.495 -1.671 6.569
C -2.473 -3.233 2.368
O -1.132 -3.613 2.056
C -0.439 -2.552 1.469
C 0.756 -3.106 0.721
N 1.547 -4.012 1.628
C 2.564 -3.318 2.376
C 3.151 -4.253 3.477
O 2.498 -3.817 4.648
C 3.087 -4.259 5.858
H -2.510 -2.838 3.390
H -2.999 -4.154 2.632
H -3.034 -2.590 1.693
H -0.107 -1.862 2.250
H -1.048 -2.030 0.728
H 1.419 -2.321 0.349
H 0.401 -3.512 -0.229
H 0.729 -4.212 2.193
H 2.225 -2.378 2.824
H 3.252 -2.864 1.658
H 4.202 -3.975 3.583
H 2.905 -5.304 3.322
H 2.480 -3.958 6.710
H 4.068 -3.780 5.909
H 3.166 -5.344 5.768
C -8.184 -1.730 -3.570
O -8.370 -1.634 -2.140
C -7.698 -2.654 -1.404
C -8.483 -3.014 -0.116
N -9.722 -3.592 -0.570
C -10.354 -4.444 0.425
C -9.692 -5.803 0.732
O -10.361 -6.359 1.886
C -11.594 -7.075 1.671
H -9.134 -1.418 -4.002
H -8.085 -2.775 -3.879
H -7.269 -1.289 -3.967
H -6.667 -2.309 -1.288
H -7.686 -3.552 -2.025
H -8.559 -2.136 0.532
H -7.920 -3.790 0.403
H -10.365 -3.024 -1.098
H -11.350 -4.709 0.056
H -10.655 -4.005 1.381
H -8.677 -5.526 1.026
H -9.530 -6.475 -0.112
H -11.860 -7.383 2.680
H -11.359 -7.989 1.121
H -12.357 -6.488 1.160
C -5.624 -1.416 2.513
C -5.592 -0.618 1.261
C -6.084 0.839 1.238
O -5.877 1.534 0.001
C -6.502 0.876 -1.071
N -4.344 -0.753 0.552
H -4.935 -0.918 3.200
H -5.438 -2.484 2.402
H -6.630 -1.461 2.934
H -6.368 -0.993 0.583
H -5.557 1.418 2.002
H -7.091 0.783 1.663
H -6.368 1.579 -1.894
H -7.587 0.769 -1.005
H -6.087 -0.104 -1.310
H -4.214 -0.098 -0.208
H -3.668 -0.436 1.242
```



Number 1: maximum force 7.48 eV/A. Number 2: maximum force 1.27 eV/A. Number 3: maximum force 1.03 eV/A. Number 4: maximum force 3.85 eV/A.